# 1
Below is C2H8N4 in the gas phase in a non-equilibrium geometry, with properties calculated with wB97M-V/def2-TZVPD.

```
14
Properties=species:S:1:pos:R:3:forces:R:3
C -0.5405 1.3557 -0.8425 -0.7 -0.1 0.2
N 0.0605 -0.9852 -0.2451 1.0 -1.0 1.5
C 0.0050 0.3465 0.1054 -1.3 -0.6 1.2
N -0.7068 -1.4105 -1.3498 0.2 -0.4 0.3
N 1.2732 0.0709 2.0758 -0.8 -1.7 0.3
N 0.2087 0.6141 1.3401 1.7 3.9 -0.4
H 0.0108 -1.4306 0.7414 -0.1 -0.3 -2.7
H -1.6280 -1.7433 -1.0648 0.2 0.1 0.0
H -0.2170 -2.1678 -1.8163 -0.1 0.1 0.1
H 2.0692 -0.1697 1.4873 -0.2 0.2 0.2
H 1.5111 0.7297 2.8090 0.0 -0.2 -0.4
H 0.0478 1.3424 -1.7586 0.0 0.0 0.0
H -1.5680 1.1114 -1.1060 -0.1 0.0 -0.2
H -0.5257 2.3365 -0.3761 0.2 0.0 0.0
```
Positions in Å, forces in eV/Å.

Values from the calculation:
- frontier orbital gap (eV) = 8.1
- total charge = 0
- calculated total energy (Eh) = -299.91657

Results of the Löwdin charge analysis, in e, for atoms 1 through 8: atom 1 (C): -0.04, atom 2 (N): -0.09, atom 3 (C): -0.47, atom 4 (N): 0.01, atom 5 (N): -0.04, atom 6 (N): -0.06, atom 7 (H): 0.16, atom 8 (H): 0.09


# 2
Below is C4H5NO in the gas phase, with properties calculated with wB97M-V/def2-TZVPD.

```
11
Properties=species:S:1:pos:R:3:forces:R:3
C -1.5943 0.4576 -0.3330 -0.1 -0.1 -0.1
C -0.7891 -0.5928 -0.2503 -0.4 0.2 0.2
O 1.5196 0.0951 -1.2874 0.4 0.1 0.4
C 1.8083 0.4579 -0.1724 0.1 0.0 -0.5
N 1.2738 -0.0881 1.0178 -0.1 -0.4 -0.1
C 0.1412 -0.6600 0.8959 0.3 0.0 0.1
H -1.4518 1.3218 0.3100 -0.1 -0.2 0.1
H -2.4187 0.4886 -1.0289 0.1 0.1 -0.2
H -0.8577 -1.4523 -0.9132 -0.1 0.1 0.2
H 2.5998 1.1992 0.0074 -0.1 0.1 0.1
H -0.2310 -1.2269 1.7541 0.1 0.1 0.0
```
Positions in Å, forces in eV/Å.

Values from the calculation:
- frontier orbital gap (eV) = 9.8
- total charge = 0
- calculated total energy (Eh) = -285.35010

Results of the Löwdin charge analysis, in e, for atoms 1 through 8: atom 1 (C): 0.01, atom 2 (C): -0.17, atom 3 (O): 0.05, atom 4 (C): -0.32, atom 5 (N): 0.09, atom 6 (C): -0.15, atom 7 (H): 0.07, atom 8 (H): 0.06